Molecular formula: C12H12ClN3O2S
Method: DFT, ωB97M-V/def2-TZVPD

Computed properties:
- max |F| (eV Å⁻¹) = 15.0
- DFT total energy (eV) = -44551.1146
- Kohn-Sham gap (eV) = 9.1354
- energy above the lowest of the compared OMol25 structures with the same formula, charge and spin (kJ/mol) = 30.5
- LUMO (eV) = 0.3

Last column: Löwdin charge in e.
Cartesian coordinates (Å):
1 Cl 5.917 -1.651 -0.997  0.572
2 S -5.386 -1.361 0.056  1.074
3 O -0.534 -1.830 1.240  0.084
4 O 1.415 1.735 0.734  -0.067
5 N -4.893 0.378 -1.445  -0.067
6 N -2.513 -1.288 0.519  0.081
7 N -3.632 -0.055 -1.159  0.000
8 C 4.559 -0.747 -0.222  -0.601
9 C -3.656 -0.852 -0.154  -0.525
10 C 4.754 0.667 -0.693  0.001
11 C -0.888 0.017 -0.561  -0.202
12 C 2.284 -0.419 0.765  0.007
13 C -1.149 -1.201 0.419  -0.424
14 C 3.547 1.316 -0.217  0.036
15 C 2.483 0.684 0.375  -0.251
16 C 3.426 -1.333 0.187  -0.014
17 C 0.252 1.223 1.035  -0.309
18 C -0.934 1.314 -0.048  -0.130
19 C -5.909 -0.318 -0.843  -0.675
20 H 0.321 0.610 1.826  0.083
21 H -1.458 -0.213 -1.371  0.054
22 H 0.194 -0.336 -0.938  0.174
23 H 1.544 -0.857 1.140  0.028
24 H -2.880 -2.121 1.233  0.222
25 H 3.366 -2.333 0.675  0.126
26 H -6.894 -0.013 -1.387  0.137
27 H -0.601 2.115 -0.760  0.153
28 H 3.619 2.242 -0.513  0.061
29 H -1.897 1.386 0.580  0.148
30 H 5.605 0.996 -1.120  0.051
31 H -0.063 2.245 1.642  0.170